Record 1
ORCA calculation (ωB97M-V/def2-TZVPD) on an isolated molecule of C19H27N3O3.

Results
LUMO in eV: 0.71
Energy above the lowest of the compared OMol25 structures with the same formula, charge and spin in kcal per mole: 34.0
Structure (SMILES): Cc1ccc2c(c1)N(CC(=O)NCCCN1CCCCC1)C(=O)CO2
Molecular weight in Da: 345.44
Highest occupied orbital energy in Ha: -0.29550
Kohn-Sham gap in eV: 8.75

Each line ends with the Löwdin charge.
Geometry (Å):
C -1.028 -3.329 0.351  -0.047
C -2.132 -2.317 0.281  -0.271
C -3.461 -2.705 0.213  -0.045
C -4.468 -1.759 0.145  0.010
C -4.159 -0.408 0.131  -0.199
C -2.821 0.001 0.163  -0.114
C -1.826 -0.962 0.253  0.030
N -2.527 1.369 0.067  0.034
C -1.194 1.794 -0.301  -0.035
C -0.754 1.127 -1.610  -0.489
O -1.544 0.821 -2.477  0.084
N 0.576 0.962 -1.705  0.072
C 1.195 0.283 -2.820  -0.167
C 2.045 -0.889 -2.330  -0.154
C 3.218 -0.421 -1.464  -0.194
N 2.780 0.185 -0.210  -0.208
C 2.470 -0.818 0.797  -0.190
C 1.848 -0.175 2.033  -0.180
C 2.793 0.872 2.612  -0.202
C 3.157 1.872 1.520  -0.180
C 3.743 1.142 0.315  -0.196
C -3.499 2.310 0.174  -0.398
O -3.287 3.499 0.054  0.081
C -4.871 1.776 0.556  -0.067
O -5.179 0.497 0.055  -0.006
H -0.272 -3.029 1.075  0.069
H -1.415 -4.304 0.635  0.075
H -0.546 -3.426 -0.622  0.080
H -3.717 -3.754 0.217  0.109
H -5.505 -2.048 0.094  0.120
H -0.789 -0.668 0.286  0.100
H -0.487 1.597 0.511  0.115
H -1.254 2.876 -0.461  0.137
H 1.202 1.078 -0.910  0.106
H 0.394 -0.063 -3.478  0.120
H 1.824 0.989 -3.374  0.122
H 1.412 -1.581 -1.774  0.099
H 2.445 -1.422 -3.194  0.114
H 3.777 0.331 -2.026  0.119
H 3.898 -1.269 -1.275  0.123
H 1.771 -1.538 0.366  0.101
H 3.381 -1.369 1.094  0.131
H 0.905 0.302 1.759  0.090
H 1.632 -0.948 2.772  0.114
H 2.323 1.383 3.454  0.111
H 3.699 0.384 2.976  0.114
H 3.883 2.596 1.891  0.111
H 2.263 2.417 1.209  0.110
H 3.976 1.864 -0.473  0.121
H 4.682 0.643 0.611  0.129
H -4.929 1.774 1.659  0.146
H -5.633 2.457 0.172  0.141

=====

Record 2
ORCA calculation (ωB97M-V/def2-TZVPD) on an isolated molecule of C19H27N3O3S at a distorted geometry.

Results
LUMO in eV: 0.20
Energy above the lowest of the compared OMol25 structures with the same formula, charge and spin in kcal per mole: 70.9
Structure (SMILES): Cc1cc(-c2ccc(C)c(S(=O)(=O)NCCN3CCC(C)CC3)c2)on1
Molecular weight in Da: 377.51
Highest occupied orbital energy in Ha: -0.32209
Kohn-Sham gap in eV: 8.96

Each line ends with the Löwdin charge.
Geometry (Å):
C 2.952 4.273 4.731  -0.027
C 2.479 2.878 4.562  -0.348
C 2.659 2.028 3.443  0.051
C 2.034 0.861 3.804  -0.216
C 1.857 -0.403 3.118  -0.132
C 1.186 -1.459 3.739  0.011
C 1.021 -2.666 3.089  -0.013
C 1.512 -2.871 1.802  -0.237
C 1.326 -4.167 1.091  -0.043
C 2.177 -1.809 1.199  -0.224
S 2.841 -1.966 -0.455  0.669
O 3.418 -0.707 -0.839  -0.289
O 3.655 -3.140 -0.575  -0.289
N 1.437 -2.263 -1.331  -0.136
C 0.653 -1.075 -1.597  -0.227
C -0.721 -1.457 -2.154  -0.190
N -1.592 -0.302 -2.246  -0.175
C -3.000 -0.652 -2.186  -0.200
C -3.848 0.612 -2.078  -0.159
C -3.612 1.522 -3.281  -0.400
C -4.416 2.814 -3.168  -0.075
C -2.114 1.804 -3.372  -0.157
C -1.326 0.500 -3.428  -0.195
C 2.353 -0.597 1.830  0.010
O 1.523 1.013 5.042  0.005
N 1.804 2.256 5.494  0.101
H 2.535 4.907 3.951  0.083
H 4.038 4.311 4.656  0.083
H 2.645 4.646 5.704  0.080
H 3.170 2.254 2.531  0.115
H 0.800 -1.318 4.737  0.122
H 0.501 -3.470 3.588  0.117
H 0.987 -4.940 1.777  0.083
H 0.592 -4.048 0.296  0.079
H 2.260 -4.469 0.624  0.071
H 1.654 -2.792 -2.165  0.118
H 1.182 -0.393 -2.272  0.111
H 0.521 -0.564 -0.641  0.125
H -1.167 -2.176 -1.463  0.119
H -0.594 -1.962 -3.129  0.128
H -3.162 -1.276 -1.304  0.119
H -3.312 -1.229 -3.077  0.128
H -4.901 0.336 -2.008  0.116
H -3.569 1.143 -1.167  0.123
H -3.926 0.992 -4.189  0.140
H -4.243 3.448 -4.035  0.075
H -5.480 2.598 -3.107  0.075
H -4.125 3.364 -2.276  0.080
H -1.800 2.365 -2.491  0.123
H -1.891 2.400 -4.258  0.117
H -0.258 0.722 -3.466  0.113
H -1.594 -0.054 -4.349  0.129
H 2.882 0.178 1.300  0.115

=====

Record 3
ORCA calculation (ωB97M-V/def2-TZVPD) on a structure of composition C19H27N3SiY.

Results
Net charge: +1
LUMO in eV: -2.97
Molecular weight in Da: 414.44
Highest occupied orbital energy in Ha: -0.42428
Kohn-Sham gap in eV: 8.57

Each line ends with the Löwdin charge.
Geometry (Å):
Y 0.762 -0.639 -0.750  1.486
C 2.976 -2.812 -0.751  -0.087
N 3.183 -1.352 -0.699  -0.381
C 4.107 -0.948 -1.767  -0.080
C 3.731 -0.958 0.628  -0.165
C 2.709 -1.054 1.740  -0.276
C 3.128 -1.190 3.057  -0.044
C 2.186 -1.244 4.076  -0.071
C 0.829 -1.181 3.782  -0.081
C 0.426 -1.069 2.458  -0.126
C 1.350 -0.996 1.408  -0.257
H 3.923 -3.350 -0.638  0.108
H 2.550 -3.097 -1.717  0.094
H 2.311 -3.123 0.056  0.090
H 5.089 -1.418 -1.644  0.104
H 4.238 0.134 -1.756  0.085
H 3.710 -1.249 -2.737  0.092
H 4.108 0.063 0.514  0.116
H 4.611 -1.580 0.844  0.134
H 4.182 -1.259 3.303  0.115
H 2.512 -1.350 5.103  0.108
H 0.099 -1.236 4.579  0.106
H -0.637 -1.044 2.236  0.087
C -5.033 0.241 0.120  -0.188
Si -4.516 -1.174 -0.968  0.390
C -5.006 -2.806 -0.237  -0.186
C -5.186 -0.981 -2.687  -0.188
C -2.663 -1.138 -1.062  -0.238
C -1.438 -1.095 -1.092  -0.279
H -6.121 0.263 0.220  0.037
H -4.715 1.197 -0.303  0.027
H -4.601 0.146 1.118  0.033
H -6.095 -2.877 -0.167  0.037
H -4.591 -2.926 0.766  0.035
H -4.650 -3.633 -0.854  0.036
H -6.279 -1.005 -2.673  0.037
H -4.836 -1.786 -3.335  0.035
H -4.872 -0.031 -3.125  0.032
N 0.547 5.856 -0.397  0.160
C 0.618 4.517 -0.497  -0.293
C 1.833 3.833 -0.306  0.006
C 1.851 2.469 -0.407  -0.127
N 0.765 1.725 -0.689  -0.099
C -0.397 2.383 -0.882  -0.120
C -0.517 3.744 -0.796  0.010
H 1.358 6.405 -0.175  0.118
H -0.320 6.345 -0.526  0.119
H 2.745 4.366 -0.074  0.122
H 2.781 1.938 -0.237  0.104
H -1.263 1.769 -1.109  0.099
H -1.482 4.206 -0.952  0.123

=====

Record 4
ORCA calculation (ωB97M-V/def2-TZVPD) on a structure of composition C19H27N5O2PbS.

Results
Net charge: +4
LUMO (spin up / spin down) in eV: -12.76 / -13.77
Energy above the lowest of the compared OMol25 structures with the same formula, charge and spin in kcal per mole: 5.3
Molecular weight in Da: 596.73
Highest occupied orbital energy (spin up / spin down) in Ha: -0.69812 / -0.68763
Kohn-Sham gap (spin up / spin down) in eV: 6.24 / 4.94

Each line ends with the Löwdin charge.
Geometry (Å):
Pb -1.154 -0.938 2.035  1.591
C -0.849 1.653 4.209  -0.070
C -1.814 2.204 3.195  -0.209
O -2.385 1.089 2.399  -0.284
H -0.318 2.468 4.703  0.113
H -0.065 1.044 3.732  0.041
H -1.349 1.065 4.978  0.101
H -1.333 2.873 2.485  0.123
H -2.645 2.730 3.659  0.142
H -3.350 1.104 2.469  0.121
N 2.360 3.926 -2.696  0.216
C 3.535 4.441 -3.249  -0.138
C 3.787 5.406 -4.177  0.097
C 5.162 5.586 -4.525  0.077
C 6.198 4.779 -4.020  -0.003
C 5.932 3.793 -3.109  0.099
C 4.559 3.600 -2.730  -0.154
N 4.043 2.657 -1.939  0.227
C 2.720 2.885 -1.929  -0.198
C 1.815 2.048 -1.118  -0.081
C 0.428 2.180 -1.115  0.044
C -0.324 1.359 -0.295  -0.103
N 0.229 0.430 0.500  -0.104
C 1.567 0.293 0.485  -0.093
C 2.389 1.073 -0.302  0.050
H 1.436 4.314 -2.814  0.183
H 3.022 6.002 -4.657  0.145
H 5.408 6.397 -5.200  0.144
H 7.213 4.968 -4.341  0.139
H 6.706 3.191 -2.653  0.145
H -0.091 2.903 -1.729  0.131
H -1.402 1.459 -0.261  0.124
H 1.995 -0.466 1.128  0.117
H 3.461 0.934 -0.283  0.136
C -3.103 -5.204 -2.238  0.024
N -3.893 -5.210 -1.036  -0.019
C -4.923 -6.181 -0.772  -0.042
C -5.448 -5.821 0.613  -0.054
N -4.682 -4.615 0.915  0.100
C -3.795 -4.237 0.007  -0.748
S -2.782 -2.933 -0.088  0.647
H -3.010 -6.223 -2.608  0.131
H -2.142 -4.738 -2.038  0.087
H -3.637 -4.603 -2.989  0.150
H -4.495 -7.187 -0.855  0.177
H -5.680 -6.108 -1.566  0.183
H -5.244 -6.595 1.353  0.154
H -6.517 -5.605 0.622  0.155
H -4.841 -4.070 1.751  0.175
C 1.577 -1.537 4.324  -0.054
O 0.202 -1.840 3.928  -0.332
H 2.156 -2.456 4.363  0.107
H 1.582 -1.034 5.288  0.107
H 1.989 -0.875 3.566  0.072
H -0.197 -2.377 4.626  0.111

=====

Question: molecular weight of number 2 (C19H27N3O3S)?
Answer: 377.51 Da